[1]
The following is a quantum chemistry calculation of 2 unconnected molecules or ions with the total composition C32H53F3N2O2PS2Si in a non-equilibrium geometry, from the OMol25 dataset.

Positions of all 96 atoms, in Å:
C (-5.78, 2.67, 4.13)
O (-4.83, 3.70, 3.95)
C (-4.47, 3.94, 2.61)
C (-3.12, 4.64, 2.57)
C (-1.96, 3.67, 2.39)
C (-0.70, 4.32, 1.82)
C (0.56, 3.45, 2.06)
C (1.61, 3.66, 0.97)
C (1.34, 2.95, -0.35)
C (1.22, 1.42, -0.25)
C (-0.21, 0.92, -0.19)
N (-1.00, 1.15, -1.46)
S (-0.07, 1.56, -2.93)
C (-1.97, 0.02, -1.73)
C (-2.96, 0.37, -2.81)
C (-3.69, 1.55, -2.78)
C (-4.60, 1.81, -3.80)
C (-4.76, 0.92, -4.85)
C (-4.03, -0.26, -4.89)
C (-3.12, -0.53, -3.86)
C (-2.65, -0.32, -0.41)
N (-1.71, -1.04, 0.46)
P (-2.37, -0.99, 2.08)
S (-4.20, -1.61, 2.10)
C (-0.34, -0.53, 0.35)
F (0.15, -0.44, 1.63)
C (0.60, -1.55, -0.39)
F (1.83, -1.42, 0.19)
F (0.77, -1.12, -1.67)
C (0.20, -3.00, -0.31)
C (0.83, -3.88, -1.41)
Si (2.32, -4.96, -0.89)
C (1.66, -6.69, -0.53)
C (3.31, -4.29, 0.55)
C (3.39, -5.14, -2.43)
C (2.76, -5.41, -3.65)
C (3.48, -5.55, -4.83)
C (4.86, -5.40, -4.80)
C (5.52, -5.13, -3.60)
C (4.78, -5.00, -2.43)
H (-6.57, 2.99, 4.81)
H (-6.24, 2.35, 3.20)
H (-5.30, 1.79, 4.57)
H (-5.25, 4.54, 2.13)
H (-4.44, 2.98, 2.07)
H (-3.04, 5.14, 3.53)
H (-3.15, 5.40, 1.80)
H (-1.72, 3.22, 3.35)
H (-2.29, 2.89, 1.69)
H (-0.81, 4.50, 0.75)
H (-0.57, 5.28, 2.31)
H (0.31, 2.41, 2.24)
H (1.01, 3.80, 2.98)
H (1.64, 4.74, 0.80)
H (2.59, 3.38, 1.33)
H (2.17, 3.16, -1.02)
H (0.46, 3.40, -0.83)
H (1.66, 1.14, 0.71)
H (1.81, 0.92, -1.00)
H (-0.70, 1.52, 0.57)
H (-1.61, 1.96, -1.31)
H (-0.08, 0.35, -3.53)
H (-1.41, -0.85, -2.06)
H (-3.57, 2.24, -1.95)
H (-5.17, 2.73, -3.79)
H (-5.46, 1.12, -5.65)
H (-4.16, -0.97, -5.69)
H (-2.55, -1.45, -3.89)
H (-3.53, -0.90, -0.63)
H (-2.99, 0.62, 0.04)
H (-1.53, -1.76, 2.89)
H (-2.31, 0.36, 2.48)
H (0.54, -3.34, 0.66)
H (-0.87, -3.13, -0.31)
H (1.12, -3.32, -2.29)
H (0.06, -4.58, -1.73)
H (1.06, -7.06, -1.36)
H (1.08, -6.73, 0.39)
H (2.51, -7.36, -0.42)
H (2.77, -3.63, 1.21)
H (4.23, -3.83, 0.18)
H (3.63, -5.14, 1.15)
H (1.68, -5.53, -3.70)
H (2.99, -5.77, -5.76)
H (5.43, -5.49, -5.71)
H (6.59, -5.03, -3.60)
H (5.28, -4.80, -1.49)
C (4.78, 2.43, 5.05)
C (4.80, 3.12, 3.70)
O (3.80, 4.14, 3.60)
H (3.79, 2.00, 5.24)
H (5.53, 1.65, 5.11)
H (4.97, 3.15, 5.85)
H (4.58, 2.40, 2.91)
H (5.78, 3.55, 3.51)
H (3.98, 4.79, 4.29)

Properties
- E_LUMO: -0.111 hartree
- Total charge: +1

Let us look at the Löwdin charges, expressed in e, one per atom: C -0.101; O -0.183; C -0.245; C -0.167; C -0.216; C -0.199; C -0.198; C -0.192; C -0.196; C -0.173; C -0.181; N -0.261; S 1.001; C -0.266; C -0.235; C -0.033; C -0.048; C -0.051; C -0.045; C -0.024; C -0.186; N -0.213; P 0.386; S 0.192; C -0.371; F 0.034; C -0.442; F 0.108; F 0.066; C -0.126; C -0.209; Si 0.605; C -0.169; C -0.152; C -0.255; C -0.107; C -0.081; C -0.086; C -0.077; C -0.093; H 0.087; H 0.082; H 0.083; H 0.123; H 0.105; H 0.123; H 0.115; H 0.124; H 0.078; H 0.104; H 0.121; H 0.095; H 0.111; H 0.123; H 0.101; H 0.116; H 0.085; H 0.129; H 0.099; H 0.135; H 0.125; H -0.070; H 0.137; H 0.113; H 0.113; H 0.112; H 0.112; H 0.120; H 0.114; H 0.118; H 0.003; H -0.012; H 0.117; H 0.113; H 0.070; H 0.076; H 0.031; H 0.032; H 0.036; H 0.016; H 0.024; H 0.040; H 0.096; H 0.100; H 0.102; H 0.101; H 0.087; C -0.090; C -0.317; O -0.095; H 0.074; H 0.076; H 0.075; H 0.104; H 0.111; H 0.084

[2]
The following is a quantum chemistry calculation of a molecular structure, C9H13NO3SV in a non-equilibrium geometry, from the OMol25 dataset.

Positions of all 28 atoms, in Å:
C (-0.53, -1.29, -2.00)
C (0.61, -0.59, -1.48)
C (0.55, 0.78, -1.94)
C (-0.64, 0.91, -2.72)
C (-1.24, -0.38, -2.83)
V (-1.17, 0.29, -0.62)
C (1.92, -2.06, 1.50)
C (1.13, -3.13, 1.66)
C (0.03, -3.76, 2.07)
N (-2.64, -0.34, -0.21)
H (1.24, 1.58, -1.73)
H (1.39, -1.02, -0.87)
H (-0.99, 1.77, -3.29)
H (-2.01, -0.54, -3.58)
H (-0.80, -2.29, -1.69)
H (2.79, -2.06, 0.83)
H (-2.95, -0.94, 0.54)
H (1.70, -1.10, 2.02)
H (0.14, -4.72, 2.60)
H (-1.01, -3.43, 1.91)
C (0.30, 3.60, 0.79)
S (0.35, 2.00, 1.67)
O (1.03, 1.00, 0.79)
O (1.09, 2.31, 2.89)
O (-1.10, 1.62, 1.81)
H (1.24, 4.15, 0.94)
H (-0.52, 4.15, 1.26)
H (0.10, 3.47, -0.29)

Properties
- E_LUMO (alpha / beta): 0.122 / 0.121 hartree
- 2S+1: 3
- Total charge: -1

Let us look at the Löwdin charges, expressed in e, one per atom: C -0.187; C -0.220; C -0.220; C -0.202; C -0.178; V 0.647; C -0.025; C -0.164; C -0.036; N -0.247; H 0.095; H 0.076; H 0.098; H 0.102; H 0.100; H 0.055; H -0.072; H 0.068; H 0.040; H 0.060; C -0.157; S 0.425; O -0.420; O -0.375; O -0.412; H 0.053; H 0.052; H 0.044

[3]
The following is a quantum chemistry calculation of a molecular structure, C15H23F6IN2PPtSe, from the OMol25 dataset.

Positions of all 50 atoms, in Å:
Pt (0.37, 0.33, 0.27)
C (0.76, -0.46, 2.12)
C (-0.46, 0.32, 2.30)
C (-0.11, 1.71, 2.16)
C (1.32, 1.80, 1.94)
C (1.87, 0.50, 1.99)
C (3.31, 0.16, 2.02)
C (2.11, 3.06, 1.92)
C (-1.01, 2.86, 2.37)
C (-1.81, -0.18, 2.67)
C (0.91, -1.90, 2.46)
H (3.50, -0.90, 1.87)
H (3.67, 0.43, 3.01)
H (3.88, 0.74, 1.30)
H (1.67, 3.80, 1.26)
H (3.14, 2.88, 1.62)
H (2.12, 3.47, 2.93)
H (-1.12, 3.45, 1.47)
H (-0.55, 3.52, 3.12)
H (-2.00, 2.56, 2.71)
H (-2.59, 0.31, 2.09)
H (-1.99, 0.07, 3.72)
H (-1.89, -1.26, 2.56)
H (1.77, -2.35, 1.97)
H (0.03, -2.49, 2.21)
H (1.07, -1.97, 3.55)
I (2.06, -1.12, -1.09)
F (-1.53, 2.21, -0.33)
P (-0.70, 2.93, -1.58)
F (0.05, 1.32, -1.67)
F (0.23, 3.38, -2.76)
F (-1.82, 2.42, -2.57)
F (0.47, 3.24, -0.50)
F (-1.37, 4.31, -1.34)
C (-0.05, -4.39, -1.55)
N (-0.54, -3.36, -2.48)
C (-0.60, -3.53, -3.83)
C (-1.10, -2.38, -4.35)
N (-1.33, -1.53, -3.32)
C (-1.92, -0.20, -3.48)
C (-0.97, -2.12, -2.16)
Se (-1.20, -1.52, -0.42)
H (-0.06, -5.34, -2.06)
H (-0.71, -4.44, -0.68)
H (0.96, -4.15, -1.23)
H (-0.30, -4.45, -4.31)
H (-1.32, -2.12, -5.37)
H (-2.73, -0.27, -4.20)
H (-1.17, 0.50, -3.83)
H (-2.31, 0.14, -2.53)

Properties
- E_LUMO (alpha / beta): -0.314 / -0.375 hartree
- 2S+1: 2
- Total charge: +2

Let us look at the Löwdin charges, expressed in e, one per atom: Pt 0.888; C -0.411; C -0.286; C -0.193; C -0.197; C -0.258; C -0.024; C 0.034; C 0.033; C -0.010; C -0.021; H 0.075; H 0.135; H 0.102; H 0.097; H 0.101; H 0.131; H 0.096; H 0.124; H 0.104; H 0.106; H 0.127; H 0.079; H 0.075; H 0.073; H 0.127; I 0.695; F -0.221; P 0.212; F -0.399; F -0.069; F -0.105; F -0.163; F -0.048; C -0.001; N -0.115; C 0.024; C 0.026; N -0.081; C 0.020; C -0.672; Se 0.930; H 0.110; H 0.086; H 0.068; H 0.152; H 0.155; H 0.120; H 0.104; H 0.067